(1)
6 unconnected molecules or ions with the total composition C16H32N4O4 at a distorted geometry. Source: the OMol25 dataset; level of theory: wB97M-V/def2-TZVPD.

## Properties
**LUMO level**: 0.27 eV

Cartesian coordinates (Å):
O1 -0.677631 -1.943681 4.996610
O2 -0.483089 -1.609300 -2.862704
O3 -0.434664 2.966003 -2.998425
O4 5.139646 -1.898362 0.955578
N1 1.470499 6.342891 1.701322
N2 -0.720870 -3.480813 3.309867
N3 -0.318171 -0.493714 -0.883341
N4 -3.677913 -1.177028 -0.296598
C1 1.080925 5.466960 1.074248
C2 -0.451460 0.756386 -0.177189
C3 -1.266292 -2.586601 4.156313
C4 3.260446 -0.723861 1.803559
C5 4.548475 -0.843876 1.013924
C6 0.691381 -3.788154 3.406391
C7 -1.482270 -4.258558 2.362886
C8 -0.415108 -0.564905 -2.235986
C9 -2.524853 4.018181 -2.610909
C10 -0.115972 -1.694609 -0.114454
C11 0.588536 4.348382 0.289944
C12 -1.197197 3.838565 -3.344830
C13 -0.933092 4.710722 -4.547671
C14 4.985453 0.367721 0.221285
C15 -3.059807 -3.334063 -1.616910
C16 -3.390930 -2.122361 -0.879394
H1 -0.108381 4.252628 -5.095112
H2 -0.430433 0.449517 -2.668383
H3 -1.711614 -5.265259 2.732374
H4 -2.558802 3.269714 -1.820184
H5 -3.296305 3.826323 -3.355727
H6 1.170002 -3.793059 2.423465
H7 -0.238932 3.771802 0.702292
H8 0.811550 -1.655725 0.461671
H9 5.169801 1.248394 0.840488
H10 1.425992 3.640371 0.262575
H11 -2.351887 -2.473481 3.980793
H12 -0.017375 1.594006 -0.723633
H13 0.020859 0.624647 0.798479
H14 1.231524 -3.083949 4.030612
H15 2.862662 -1.733337 1.887407
H16 -0.838301 -4.505259 1.513241
H17 -3.470144 -3.300830 -2.623547
H18 -3.418670 -4.216313 -1.090647
H19 -0.706446 5.710081 -4.179388
H20 -0.149409 -2.584882 -0.729333
H21 0.321749 4.529860 -0.749180
H22 -1.499385 1.013055 0.021796
H23 -0.922633 -1.822528 0.618277
H24 -1.978942 -3.395970 -1.730031
H25 4.145539 0.693454 -0.400812
H26 -1.763034 4.726859 -5.253326
H27 -2.621676 4.986089 -2.120070
H28 3.437218 -0.311877 2.797901
H29 -2.366925 -3.721479 2.035294
H30 2.558718 -0.075884 1.277283
H31 5.835443 0.094367 -0.396658
H32 0.842216 -4.787268 3.828586

Forces on atoms 1 to 6 (eV/Å):
0.171 -0.009 0.093
0.089 0.299 -0.120
0.347 0.100 0.010
0.006 0.319 0.047
0.145 0.123 0.093
0.837 -0.028 -0.130

The computed Löwdin charges, all in e, follow:
1. O 0.0176
2. O -0.0032
3. O 0.0412
4. O 0.0698
5. N 0.1299
6. N -0.1942
7. N -0.1809
8. N 0.1420
9. C -0.2784
10. C -0.0627
11. C -0.3549
12. C -0.0210
13. C -0.4930
14. C -0.0492
15. C -0.0695
16. C -0.3150
17. C -0.0117
18. C -0.0596
19. C -0.0798
20. C -0.4954
21. C -0.0163
22. C -0.0223
23. C -0.0608
24. C -0.2885
25. H 0.0853
26. H 0.1244
27. H 0.0906
28. H 0.0739
29. H 0.0867
30. H 0.0788
31. H 0.0788
32. H 0.0724
33. H 0.0865
34. H 0.0823
35. H 0.1372
36. H 0.0620
37. H 0.0852
38. H 0.0839
39. H 0.0651
40. H 0.0816
41. H 0.0891
42. H 0.0823
43. H 0.0904
44. H 0.0754
45. H 0.0658
46. H 0.0857
47. H 0.0757
48. H 0.0573
49. H 0.0793
50. H 0.0842
51. H 0.0850
52. H 0.0933
53. H 0.0807
54. H 0.0605
55. H 0.0821
56. H 0.0948



(2)
A molecular structure, C16H32N5O4PZn at a distorted geometry. Source: the OMol25 dataset; level of theory: wB97M-V/def2-TZVPD.

## Properties
**LUMO level**: 0.47 eV

Cartesian coordinates (Å):
Zn1 -0.133575 -0.200902 0.354144
P1 -2.116222 -2.360751 -1.148928
O1 -1.406597 -0.219007 1.877442
O2 -1.088244 1.529637 0.030062
O3 1.426923 -0.956699 0.748651
O4 -1.069146 -1.302921 -1.091152
N1 -2.319444 0.689704 1.592068
N2 -2.516622 -3.012756 0.310543
N3 -2.186118 1.574014 0.688015
N4 -3.469942 -1.746210 -1.881352
N5 -1.562738 -3.636381 -2.051453
C1 -0.937310 -3.341959 -3.333124
C2 -5.864868 1.161246 2.570354
C3 -4.692553 1.253698 1.840082
C4 -3.549641 -0.020043 3.547336
C5 3.157065 0.690501 1.062887
C6 -4.516944 -2.587768 -2.424970
C7 -5.890036 0.478672 3.779260
C8 -1.440226 -3.550505 1.136010
C9 -3.539141 0.656846 2.335633
C10 -2.020562 -5.002574 -1.902989
C11 2.770195 -0.378809 -1.169118
C12 -4.731428 -0.109121 4.265201
C13 -3.838994 -0.350813 -1.703618
C14 3.652011 -1.740996 0.737192
C15 -3.868194 -3.176714 0.804609
C16 2.714798 -0.590467 0.347782
H1 -4.169044 -3.616200 -2.508089
H2 -5.416819 -2.574465 -1.799372
H3 -4.651820 1.774864 0.894839
H4 -0.005210 -3.903069 -3.435250
H5 -3.887791 -2.966501 1.874261
H6 -4.251794 -4.191910 0.641668
H7 -4.747946 -0.639483 5.208180
H8 -2.996006 0.205066 -1.301845
H9 -1.165671 -5.683386 -1.934927
H10 -6.770854 1.625057 2.202740
H11 -1.493373 -3.124555 2.138358
H12 -0.709086 -2.279860 -3.390854
H13 -2.707162 -5.290132 -2.708780
H14 2.464512 -1.296631 -1.675233
H15 -6.813721 0.403783 4.338037
H16 -2.631980 -0.460843 3.908053
H17 4.178595 0.961146 0.787570
H18 2.073215 0.415091 -1.455563
H19 -4.107143 0.089781 -2.667679
H20 3.110152 0.544857 2.143102
H21 2.487341 1.514426 0.801717
H22 -4.539883 -2.472251 0.314847
H23 3.574941 -1.916726 1.810682
H24 -0.474945 -3.266036 0.715884
H25 -2.527067 -5.129647 -0.947727
H26 -1.594476 -3.613777 -4.167218
H27 4.690843 -1.519082 0.482620
H28 3.338725 -2.647963 0.217804
H29 -4.698161 -0.242102 -1.030357
H30 -1.499385 -4.641976 1.208934
H31 3.774567 -0.106755 -1.498991
H32 -4.797481 -2.233975 -3.420877

Forces on atoms 1 to 6 (eV/Å):
-0.451 0.255 -0.298
-0.267 -0.477 -0.175
-0.445 0.254 0.040
-0.301 -0.135 0.171
1.092 -0.509 0.230
-0.044 0.127 -0.020

The computed Löwdin charges, all in e, follow:
1. Zn 0.7155
2. P 0.5463
3. O -0.1416
4. O -0.1645
5. O -0.2967
6. O -0.2875
7. N -0.2118
8. N -0.3021
9. N -0.0126
10. N -0.2962
11. N -0.2958
12. C -0.0927
13. C -0.0802
14. C -0.0262
15. C -0.0136
16. C -0.0484
17. C -0.0991
18. C -0.0899
19. C -0.0870
20. C -0.1736
21. C -0.1109
22. C -0.0510
23. C -0.0761
24. C -0.0858
25. C -0.0494
26. C -0.0869
27. C -0.7534
28. H 0.0657
29. H 0.0820
30. H 0.1059
31. H 0.0880
32. H 0.0848
33. H 0.0839
34. H 0.1053
35. H 0.0545
36. H 0.0902
37. H 0.1046
38. H 0.0860
39. H 0.0776
40. H 0.0780
41. H 0.0783
42. H 0.1021
43. H 0.1147
44. H 0.0791
45. H 0.0737
46. H 0.0914
47. H 0.0813
48. H 0.0755
49. H 0.0669
50. H 0.0790
51. H 0.0805
52. H 0.0677
53. H 0.0842
54. H 0.0783
55. H 0.0770
56. H 0.0803
57. H 0.0844
58. H 0.0804
59. H 0.0895



(3)
8 unconnected molecules or ions with the total composition C16H32O32S8 at a distorted geometry. Source: the OMol25 dataset; level of theory: wB97M-V/def2-TZVPD.

## Properties
**Energy relative to the best compared isomer or geometry (same formula, charge and spin)**: 57.50 kcal/mol
**LUMO level**: -0.60 eV

Cartesian coordinates (Å):
S1 -4.282438 0.203079 -5.290571
S2 2.411939 -2.222483 5.034671
S3 -6.908969 1.070289 -2.050617
S4 5.968122 -1.358308 -1.148742
S5 -3.822050 4.718554 -2.293810
S6 2.170580 3.355670 -0.285388
S7 2.761928 -5.671769 0.351746
S8 -0.340339 -0.638783 -1.054851
O1 -4.844425 5.066288 -1.353615
O2 2.305687 -1.854547 3.654000
O3 -1.714867 -0.195092 -1.135911
O4 -6.197169 -0.390234 -2.204575
O5 -3.700305 1.387666 -5.829632
O6 1.483803 -1.355983 6.028771
O7 -0.178839 -1.730110 0.119088
O8 6.016608 -2.384947 -2.135408
O9 3.760243 -1.617315 5.657211
O10 -6.330923 2.000174 -2.977399
O11 -3.690072 -1.150872 -5.978263
O12 3.006324 4.750075 -0.539606
O13 -5.690001 0.085166 -5.099306
O14 5.351987 -1.909307 0.249456
O15 4.061696 -5.158138 0.118831
O16 -8.319596 0.934611 -2.018423
O17 2.333048 -3.628337 5.305488
O18 -2.350149 5.103632 -1.671552
O19 2.007394 -6.249192 -0.735880
O20 -3.568225 3.148014 -2.241120
O21 -3.468930 -0.148309 -3.879724
O22 1.979152 2.764329 -1.582431
O23 2.629715 2.645617 0.893234
O24 -3.900249 5.232662 -3.627980
O25 0.553803 0.430184 -0.204965
O26 7.093333 -0.495714 -0.886470
O27 0.309615 -0.969125 -2.275626
O28 4.734550 -0.335152 -1.434785
O29 0.853956 4.184292 0.166222
O30 1.878740 -4.474562 1.023174
O31 -6.242386 1.435200 -0.633965
O32 2.670538 -6.605507 1.673759
C1 -5.087958 0.695069 -0.345317
C2 2.686458 5.623344 0.524657
C3 -2.168512 2.861553 -2.435250
C4 3.738392 -0.462722 -0.438113
C5 0.127878 -1.180548 1.408835
C6 3.586508 -0.586070 6.622505
C7 1.259751 5.308556 0.989491
C8 -5.148535 -0.570820 -1.256487
C9 2.242347 -0.993930 7.176181
C10 -1.556549 3.929222 -1.533362
C11 0.199357 0.308724 1.182885
C12 -2.358053 -1.380893 -5.595604
C13 4.556083 -0.834918 0.800584
C14 1.003801 -4.929310 2.035154
C15 -2.364232 -1.024730 -4.101989
C16 1.509266 -6.337129 2.435079
H1 1.169592 5.040735 2.039688
H2 0.852033 -7.207575 2.408294
H3 4.386511 -0.443210 7.346575
H4 -0.808056 0.731145 1.182280
H5 2.765031 6.639129 0.140260
H6 -1.977739 1.862461 -2.061935
H7 -1.968670 3.047581 -3.491070
H8 0.863180 0.771073 1.906298
H9 1.078514 -1.623704 1.692021
H10 1.699795 -0.222943 7.719069
H11 -2.517955 -1.993947 -3.629755
H12 5.262806 -0.058963 1.105090
H13 -0.666957 -1.419559 2.113429
H14 3.215279 0.476814 -0.267375
H15 -1.562233 3.627574 -0.486103
H16 3.595312 0.374094 6.093889
H17 -1.694742 -0.705780 -6.151449
H18 -4.177626 1.238521 -0.600292
H19 4.054683 -1.175057 1.703366
H20 -1.981554 -2.367522 -5.852764
H21 1.768226 -6.267081 3.494479
H22 -5.401360 -1.451034 -0.653543
H23 3.396885 5.568122 1.350924
H24 -0.017061 -4.795566 1.675147
H25 -0.538998 4.152220 -1.844373
H26 -1.494732 -0.418318 -3.884420
H27 1.173985 -4.278715 2.892180
H28 0.554151 6.113898 0.802661
H29 2.974839 -1.201446 -0.685541
H30 -5.120465 0.405236 0.701544
H31 2.324518 -1.898544 7.784193
H32 -4.226010 -0.916714 -1.717082

Forces on atoms 1 to 6 (eV/Å):
0.869 -1.102 1.518
0.920 -0.347 0.554
1.796 0.743 -1.322
-0.092 1.244 0.509
-0.137 0.754 0.356
-0.216 1.405 -0.426

The computed Löwdin charges, all in e, follow:
1. S 0.6850
2. S 0.6458
3. S 0.6470
4. S 0.6606
5. S 0.6401
6. S 0.6805
7. S 0.6617
8. S 0.6604
9. O -0.2242
10. O -0.2392
11. O -0.2442
12. O -0.1896
13. O -0.2115
14. O -0.1884
15. O -0.1929
16. O -0.2093
17. O -0.1891
18. O -0.2289
19. O -0.1904
20. O -0.1718
21. O -0.2026
22. O -0.2030
23. O -0.2016
24. O -0.2048
25. O -0.2200
26. O -0.1874
27. O -0.2311
28. O -0.2203
29. O -0.2318
30. O -0.2039
31. O -0.2390
32. O -0.2164
33. O -0.2286
34. O -0.2400
35. O -0.1909
36. O -0.1807
37. O -0.2406
38. O -0.2158
39. O -0.1804
40. O -0.1847
41. C -0.1587
42. C -0.1872
43. C -0.1224
44. C -0.1760
45. C -0.1508
46. C -0.1487
47. C -0.1277
48. C -0.1613
49. C -0.1680
50. C -0.1868
51. C -0.1536
52. C -0.1839
53. C -0.1388
54. C -0.1633
55. C -0.1783
56. C -0.1583
57. H 0.1268
58. H 0.1314
59. H 0.1407
60. H 0.1274
61. H 0.1349
62. H 0.1004
63. H 0.1418
64. H 0.1355
65. H 0.0994
66. H 0.1418
67. H 0.1365
68. H 0.1296
69. H 0.1422
70. H 0.0939
71. H 0.1244
72. H 0.1353
73. H 0.1281
74. H 0.1065
75. H 0.1169
76. H 0.1363
77. H 0.1237
78. H 0.1229
79. H 0.1295
80. H 0.1325
81. H 0.1174
82. H 0.1080
83. H 0.0956
84. H 0.1347
85. H 0.1297
86. H 0.1282
87. H 0.1389
88. H 0.0951



(4)
A molecular structure, C16H32O32S8 at a distorted geometry. Source: the OMol25 dataset; level of theory: wB97M-V/def2-TZVPD.

## Properties
**Energy relative to the best compared isomer or geometry (same formula, charge and spin)**: 187.34 kcal/mol
**LUMO level**: -0.08 eV

Cartesian coordinates (Å):
S1 -6.932934 5.931409 0.691435
S2 13.537784 -3.483205 2.053734
S3 5.638381 -6.448663 -2.359699
S4 -8.027829 -2.294326 -1.052151
S5 0.702354 -1.149516 1.306974
S6 -0.997043 -0.202487 -7.065298
S7 -5.528773 3.562428 8.934831
S8 9.467886 0.754256 -4.678104
O1 -6.964327 3.827792 9.751066
O2 -1.643278 0.526704 -5.665031
O3 -7.381740 5.428782 2.189769
O4 0.400441 0.177805 -7.229968
O5 -5.982549 6.965764 0.782145
O6 6.153557 -5.059963 -3.189514
O7 12.014161 -3.008225 2.601893
O8 10.617178 1.497218 -5.156818
O9 -6.547491 4.923236 -0.276140
O10 -8.190525 -1.379962 -2.195416
O11 4.253844 -6.486264 -3.341828
O12 -8.414774 6.605368 0.344438
O13 8.940630 1.361932 -3.247617
O14 14.386385 -4.010320 3.140434
O15 14.123865 -2.480260 1.170580
O16 -7.109883 -3.414294 -1.172991
O17 0.069165 -0.126837 2.372383
O18 5.294610 -6.186448 -0.986594
O19 9.703549 -0.684994 -4.510976
O20 -0.235222 -0.531724 0.081750
O21 12.979006 -4.553983 0.972655
O22 0.199006 -2.549379 1.610342
O23 -7.736846 -1.475608 0.379128
O24 8.052547 1.123477 -5.464413
O25 -1.424452 -1.554015 -7.254399
O26 2.135458 -0.855204 1.066810
O27 6.449270 -7.617910 -2.614378
O28 -5.820664 2.620372 7.832949
O29 -4.863554 4.830560 8.648741
O30 -9.511465 -2.775604 -0.454280
O31 -4.960848 2.739264 10.348633
O32 -1.961206 0.716798 -8.101475
C1 -6.048220 2.148860 11.137053
C2 -8.845100 7.177341 1.555013
C3 -0.992864 0.646072 1.844827
C4 7.621018 1.819814 -3.346884
C5 -8.556082 -1.989193 1.447131
C6 -1.419694 0.008323 0.492273
C7 7.452541 2.248381 -4.848999
C8 -8.321196 6.326694 2.757552
C9 -7.311394 2.672656 10.466201
C10 -2.661794 1.765003 -7.469120
C11 -9.595846 -2.999880 0.983301
C12 4.302927 -5.717885 -4.541539
C13 11.081463 -3.108136 1.459070
C14 11.528232 -4.390115 0.745675
C15 5.183717 -4.596060 -4.104108
C16 -2.331155 1.721470 -5.953724
H1 4.568514 -3.783578 -3.717460
H2 -9.020097 -1.177805 2.007868
H3 11.403802 -4.269052 -0.330403
H4 11.165673 -5.393556 0.968760
H5 -8.218425 2.756755 11.064799
H6 10.030682 -2.818407 1.461726
H7 11.540920 -2.279718 0.919859
H8 -8.985551 5.619984 3.254809
H9 4.702478 -6.269837 -5.392302
H10 7.387074 2.585857 -2.607600
H11 -3.299323 1.590107 -5.470523
H12 -1.752747 0.774289 -0.208065
H13 6.445287 2.314098 -5.260389
H14 -7.678137 1.919765 9.768513
H15 -9.280017 -3.978468 1.344843
H16 7.031525 1.020042 -2.898605
H17 -7.849681 -2.484659 2.113188
H18 -1.710299 0.523023 2.656148
H19 3.300876 -5.407818 -4.837964
H20 -2.132788 2.622317 -7.885375
H21 8.008133 3.093309 -5.255837
H22 -9.929320 7.109357 1.465983
H23 -8.393586 8.165142 1.647197
H24 -10.634303 -2.826633 1.265595
H25 -1.830837 2.615709 -5.582080
H26 -2.102015 -0.838457 0.566326
H27 -6.016309 2.371372 12.203634
H28 -8.021654 6.966651 3.587507
H29 -6.041396 1.068551 10.992194
H30 5.715118 -4.020421 -4.861978
H31 -3.722061 1.753466 -7.721709
H32 -0.651763 1.681292 1.854021

Forces on atoms 1 to 6 (eV/Å):
-0.311 -0.642 -1.816
1.030 0.795 -0.668
-1.253 0.435 -1.881
-0.590 0.437 0.610
-0.311 -2.246 -0.261
-0.607 2.276 -0.837

The computed Löwdin charges, all in e, follow:
1. S 0.6792
2. S 0.7273
3. S 0.7571
4. S 0.7531
5. S 0.7809
6. S 0.7551
7. S 0.8015
8. S 0.7219
9. O -0.2114
10. O -0.2031
11. O -0.1952
12. O -0.2521
13. O -0.2231
14. O -0.1950
15. O -0.2291
16. O -0.2412
17. O -0.2304
18. O -0.2459
19. O -0.2141
20. O -0.1895
21. O -0.2021
22. O -0.2491
23. O -0.2637
24. O -0.2480
25. O -0.2176
26. O -0.2323
27. O -0.2538
28. O -0.2181
29. O -0.2269
30. O -0.2792
31. O -0.2118
32. O -0.2221
33. O -0.2268
34. O -0.2551
35. O -0.2406
36. O -0.2642
37. O -0.2321
38. O -0.2319
39. O -0.2211
40. O -0.2146
41. C -0.1456
42. C -0.1897
43. C -0.1531
44. C -0.1794
45. C -0.1869
46. C -0.1915
47. C -0.1442
48. C -0.1678
49. C -0.2324
50. C -0.1781
51. C -0.1367
52. C -0.1784
53. C -0.1319
54. C -0.1314
55. C -0.2253
56. C -0.1888
57. H 0.1274
58. H 0.1271
59. H 0.1279
60. H 0.1274
61. H 0.1364
62. H 0.1394
63. H 0.1101
64. H 0.1262
65. H 0.1287
66. H 0.1266
67. H 0.1253
68. H 0.1378
69. H 0.1333
70. H 0.1162
71. H 0.1245
72. H 0.1305
73. H 0.1242
74. H 0.1306
75. H 0.1370
76. H 0.1233
77. H 0.1304
78. H 0.1357
79. H 0.1270
80. H 0.1323
81. H 0.1286
82. H 0.1336
83. H 0.1279
84. H 0.1276
85. H 0.1247
86. H 0.1354
87. H 0.1311
88. H 0.1316